[1]
A molecular structure, C40H23BrF15GeN5PtS at a distorted geometry, computed with ωB97M-V with the def2-TZVPD basis set.

Results
multiplicity	1
HOMO energy (alpha / beta)	-7.043 / -7.041	eV
max |F|	3.8	eV/Å
electronic energy	-230703.7302	eV
net charge	0

Geometry (Å):
Pt 0.15 0.02 -2.27
Br 6.27 -4.38 -2.01
C 4.99 -2.97 -2.07
C 5.27 -1.82 -2.77
C 4.37 -0.78 -2.79
C 3.15 -0.89 -2.10
C 2.87 -2.09 -1.41
C 3.78 -3.12 -1.40
N 2.23 0.13 -2.08
C 2.63 1.40 -2.04
C 1.67 2.42 -2.10
C 1.99 3.80 -2.11
C 0.99 4.73 -2.18
C -0.34 4.29 -2.19
C -0.61 2.94 -2.16
N 0.35 2.01 -2.14
H 6.21 -1.73 -3.30
H 4.59 0.12 -3.34
H 1.95 -2.16 -0.85
H 3.58 -4.02 -0.83
H 3.67 1.65 -1.92
H 3.03 4.09 -2.08
H 1.22 5.79 -2.21
H -1.16 4.99 -2.22
H -1.62 2.56 -2.16
C -4.99 -1.30 -2.56
C -4.47 0.13 -2.40
C -4.82 0.67 -1.01
C -5.07 1.03 -3.49
C -3.01 0.11 -2.51
C -1.80 0.08 -2.56
H -6.07 -1.33 -2.47
H -4.56 -1.94 -1.79
H -4.71 -1.70 -3.53
H -5.90 0.66 -0.86
H -4.46 1.70 -0.90
H -4.35 0.07 -0.24
H -6.16 1.03 -3.40
H -4.80 0.66 -4.48
H -4.71 2.05 -3.38
N -1.47 -4.84 -0.96
C -0.79 -4.10 -1.85
C -0.74 -2.70 -1.72
N -0.02 -1.96 -2.56
C 0.60 -2.59 -3.57
C 0.49 -3.96 -3.71
N -0.17 -4.72 -2.86
H -1.89 -4.43 -0.15
H -1.45 -5.84 -1.05
H -1.27 -2.20 -0.93
H 1.18 -2.00 -4.27
H 0.96 -4.48 -4.53
F 3.00 -0.95 2.00
C 3.26 0.31 2.38
C 2.19 1.17 2.54
C 2.47 2.48 2.89
F 1.45 3.34 2.98
C 3.76 2.91 3.13
F 4.00 4.18 3.48
C 4.82 2.02 2.99
F 6.07 2.42 3.22
C 4.57 0.71 2.60
F 5.59 -0.14 2.44
Ge 0.35 0.47 2.20
S 0.12 -0.61 0.36
C -0.08 -1.01 3.49
C -1.33 -1.57 3.36
F -2.21 -0.96 2.53
C -1.71 -2.72 4.03
F -2.93 -3.25 3.86
C -0.80 -3.32 4.89
F -1.14 -4.43 5.55
C 0.46 -2.77 5.06
F 1.33 -3.34 5.89
C 0.80 -1.62 4.36
F 2.01 -1.07 4.54
C -0.96 1.88 2.74
C -1.14 2.15 4.08
F -0.36 1.50 4.96
C -2.07 3.07 4.53
F -2.23 3.31 5.83
C -2.87 3.73 3.60
F -3.78 4.61 4.00
C -2.70 3.47 2.24
F -3.46 4.11 1.34
C -1.75 2.55 1.84
F -1.58 2.30 0.53



[2]
A molecular structure, C33H46MnNP3 at a distorted geometry, computed with ωB97M-V with the def2-TZVPD basis set.

Results
multiplicity	6
HOMO energy (alpha / beta)	-2.477 / -7.831	eV
max |F|	3.5	eV/Å
electronic energy	-95637.5296	eV
net charge	0

Geometry (Å):
P 0.11 -1.88 -5.69
P -0.01 1.22 -5.59
C -0.26 -0.99 -7.30
C 0.25 0.44 -7.27
H -1.35 -1.03 -7.45
H 0.20 -1.55 -8.12
H 1.32 0.49 -7.50
H -0.28 1.05 -8.02
C -1.60 2.07 -5.99
H -1.82 2.79 -5.20
H -2.40 1.33 -6.05
H -1.51 2.60 -6.95
C 1.10 2.67 -5.87
H 0.86 3.17 -6.82
H 2.14 2.31 -5.89
H 0.97 3.37 -5.04
C -1.01 -3.31 -5.99
H -0.81 -4.07 -5.22
H -0.84 -3.75 -6.98
H -2.05 -2.97 -5.90
C 1.67 -2.69 -6.27
H 2.47 -1.93 -6.34
H 1.52 -3.15 -7.25
H 1.96 -3.45 -5.54
Mn 0.00 -0.61 0.81
C 0.64 1.02 -0.57
C -0.75 0.95 -0.62
C -1.54 0.28 -1.73
C -1.92 -1.20 -1.44
C -0.89 -1.96 -0.63
C 0.51 -1.88 -0.83
C 1.17 -1.09 -1.94
C 1.58 0.36 -1.55
C 0.08 -2.18 2.02
H 1.10 1.79 0.06
H -1.34 1.64 0.00
H -1.01 0.36 -2.69
H -2.48 0.84 -1.86
H -2.88 -1.20 -0.89
H -2.12 -1.71 -2.39
H -1.28 -2.81 -0.07
H 1.15 -2.64 -0.37
H 0.55 -1.08 -2.85
H 2.10 -1.63 -2.22
H 2.59 0.32 -1.11
H 1.69 0.97 -2.47
H 0.86 -1.99 2.78
H 0.29 -3.09 1.45
H -0.90 -2.23 2.50
N 0.00 0.54 2.16
P 0.07 0.74 3.78
C -1.40 -0.14 4.39
C -1.50 -0.64 5.70
C -2.66 -1.31 6.10
C -3.72 -1.49 5.21
C -3.64 -0.96 3.92
C -2.50 -0.26 3.53
C 1.67 0.04 4.26
C 1.98 -0.35 5.57
C 3.23 -0.90 5.87
C 4.19 -1.05 4.87
C 3.91 -0.62 3.57
C 2.68 -0.04 3.28
C -0.02 2.35 4.60
C 1.04 2.85 5.40
C 0.87 4.00 6.17
C -0.33 4.70 6.14
C -1.38 4.22 5.36
C -1.23 3.06 4.60
H -0.68 -0.50 6.40
H -2.73 -1.70 7.11
H -4.61 -2.04 5.52
H -4.46 -1.09 3.21
H -2.45 0.18 2.52
H 1.24 -0.23 6.37
H 3.45 -1.22 6.89
H 5.17 -1.49 5.10
H 4.65 -0.73 2.77
H 2.48 0.33 2.27
H 1.99 2.32 5.42
H 1.70 4.36 6.78
H -0.45 5.61 6.73
H -2.33 4.77 5.33
H -2.07 2.70 3.99



[3]
A molecular structure, C30H24F6NO6S3Sr at a distorted geometry, computed with ωB97M-V with the def2-TZVPD basis set.

Results
multiplicity	1
HOMO energy	-5.401	eV
max |F|	1.9	eV/Å
electronic energy	-94920.4330	eV
net charge	-1

Geometry (Å):
Sr -1.29 -1.84 -1.54
F -3.11 -6.79 -0.38
C -3.74 -5.73 0.11
F -4.95 -5.65 -0.40
F -3.84 -5.88 1.43
S -2.75 -4.18 -0.23
O -3.69 -3.13 -0.56
O -1.91 -4.01 0.92
N -1.78 -4.47 -1.48
S -2.40 -4.66 -2.95
O -3.67 -5.31 -2.92
O -1.35 -5.09 -3.80
C -2.83 -3.01 -3.82
F -3.52 -2.09 -3.13
F -3.55 -3.36 -4.87
F -1.71 -2.40 -4.26
C 1.22 -1.45 -1.99
C 2.38 -1.09 -1.90
C 3.74 -0.66 -1.74
C 4.59 -0.50 -2.83
C 5.90 -0.09 -2.67
C 6.40 0.18 -1.40
C 5.57 0.02 -0.30
C 4.26 -0.39 -0.46
H 4.20 -0.70 -3.82
H 6.54 0.03 -3.53
H 7.43 0.50 -1.27
H 5.95 0.23 0.70
H 3.61 -0.50 0.40
C -0.11 7.26 -3.57
C -0.87 8.33 -2.85
O -0.72 9.51 -3.08
S -2.09 7.89 -1.62
C -2.09 6.12 -1.60
C -1.31 5.43 -0.69
C -1.30 4.04 -0.68
C -2.09 3.31 -1.58
C -2.89 4.02 -2.48
C -2.89 5.41 -2.49
C -2.07 1.88 -1.56
C -2.07 0.66 -1.54
H 0.87 7.66 -3.82
H -0.63 7.03 -4.50
H -0.02 6.34 -3.00
H -0.69 5.98 0.01
H -0.68 3.51 0.03
H -3.51 3.47 -3.18
H -3.52 5.95 -3.19
C 1.02 -1.18 7.08
C 0.81 -1.28 5.59
C 1.29 -2.37 4.88
C 1.11 -2.46 3.50
C 1.64 -3.68 2.77
C 0.41 -1.44 2.84
C 0.23 -1.56 1.39
O -0.61 -0.96 0.74
C -0.09 -0.33 3.54
C -0.84 0.79 2.88
C 0.13 -0.28 4.91
H 1.50 -2.07 7.47
H 0.07 -1.05 7.60
H 1.64 -0.32 7.32
H 1.81 -3.16 5.40
H 2.03 -4.39 3.49
H 2.44 -3.41 2.09
H 0.86 -4.17 2.20
H 0.92 -2.24 0.86
H -0.31 1.17 2.01
H -1.01 1.60 3.59
H -1.81 0.45 2.50
H -0.25 0.58 5.47



[4]
A molecular structure, C7H11N at a distorted geometry, computed with ωB97M-V with the def2-TZVPD basis set.

Results
multiplicity	1
HOMO energy	-8.569	eV
max |F|	5.7	eV/Å
electronic energy	-8920.1898	eV
net charge	0

Geometry (Å):
C 0.67 -1.69 -1.12
C 0.42 -0.33 -0.41
C -0.75 0.45 -1.20
C -0.86 1.00 0.21
C 0.51 1.77 0.37
C 1.35 0.82 0.03
C -0.58 -0.42 0.67
H 1.61 -1.39 -1.69
H 0.70 -2.77 -0.27
H -0.46 -1.86 -1.82
H -1.71 -0.11 -1.26
H -0.54 0.99 -2.24
H -1.75 1.49 0.20
H 0.43 2.71 0.83
H 2.44 0.91 -0.31
H -1.44 -1.07 0.52
H 0.02 -1.00 3.07
H 0.26 0.70 2.25
N -0.31 -0.21 2.18



[5]
A single C5H11NO molecule at a distorted geometry, computed with ωB97M-V with the def2-TZVPD basis set.

Results
multiplicity	1
HOMO energy	-7.540	eV
max |F|	1.4	eV/Å
electronic energy	-8899.4825	eV
net charge	0

Geometry (Å):
C 2.45 -0.40 -0.32
C 1.09 -0.50 -0.48
O 0.76 -1.15 -1.62
N 0.08 -0.08 0.31
C 0.37 0.83 1.41
C -1.30 -0.53 0.16
C -2.17 0.45 -0.64
H 2.97 0.04 -1.17
H 2.92 -0.30 0.64
H 1.69 -1.48 -1.70
H 0.32 0.31 2.37
H 1.37 1.25 1.28
H -0.36 1.66 1.43
H -1.29 -1.50 -0.33
H -1.72 -0.66 1.17
H -3.21 0.09 -0.67
H -1.80 0.53 -1.66
H -2.17 1.45 -0.19



[6]
A gas-phase ion, C6H13N2O (charge +1) at a distorted geometry, computed with ωB97M-V with the def2-TZVPD basis set.

Results
multiplicity	1
HOMO energy	-12.697	eV
max |F|	3.9	eV/Å
electronic energy	-11452.3681	eV
net charge	+1

Geometry (Å):
C -1.47 1.17 0.88
C -1.16 -0.22 0.30
C -1.91 -0.34 -1.08
C 0.26 -0.55 0.22
C 1.11 -1.40 0.82
N 2.33 -1.28 0.27
C 2.48 -0.01 -0.37
O 2.90 0.97 0.51
N 0.98 0.25 -0.78
H -0.89 1.36 1.86
H -2.52 1.22 1.15
H -1.20 2.03 0.30
H -1.65 -0.88 0.98
H -2.68 0.40 -1.24
H -2.27 -1.44 -0.94
H -1.20 -0.38 -1.97
H 0.91 -1.98 1.71
H 3.13 -1.67 0.88
H 3.10 0.05 -1.21
H 3.70 1.42 0.25
H 0.86 -0.15 -1.82
H 0.55 1.17 -0.75



Q: What is the formula in the first record?
A: C40H23BrF15GeN5PtS